# 1
Below is 2 unconnected molecules or ions with the total composition C4H10OS2 in a non-equilibrium geometry, with properties calculated with wB97M-V/def2-TZVPD.

Its total charge is 0. Its SMILES is C1CCSSC1.O. Its HOMO energy is -8.2 eV. As for the orbital gap: 8.83 eV. The energy relative to the best compared isomer or geometry (same formula, charge and spin) comes out at 63.3 kJ/mol. The value obtained for the lowest unoccupied orbital energy is 0.0217 Ha.

Structure (XYZ):
```
17
Properties=species:S:1:pos:R:3:lowdin_charge:R:1
S -1.1284 0.0064 2.4321 0.47
S 0.2075 1.5551 2.0589 0.47
O -2.3403 1.1626 -3.2655 -0.09
C 1.2753 -0.0335 0.1452 -0.31
C -0.1356 -1.4311 1.7627 -0.52
C 0.3927 -1.2532 0.2959 -0.28
C 0.6085 1.3452 0.3158 -0.55
H -0.7695 -2.3384 1.7429 0.07
H 2.2451 -0.1198 0.6719 0.12
H 1.2375 2.1919 -0.0203 0.08
H -0.5367 -1.0276 -0.2617 0.11
H -1.7847 1.9698 -3.3556 0.05
H 0.7156 -1.6300 2.4420 0.07
H -1.8651 0.4751 -3.7849 0.05
H 0.7983 -2.2053 -0.0970 0.12
H 1.4714 -0.1332 -0.9397 0.11
H -0.3918 1.4662 -0.1427 0.07
```

***

# 2
Below is C3H3N3 in the gas phase in a non-equilibrium geometry, with properties calculated with wB97M-V/def2-TZVPD.

Its total charge is 0. Its SMILES is N#CC(N)C#N. Its HOMO energy is -10.8 eV. As for the orbital gap: 11.22 eV. The energy relative to the best compared isomer or geometry (same formula, charge and spin) comes out at 206.2 kJ/mol. The value obtained for the lowest unoccupied orbital energy is 0.0137 Ha.

Structure (XYZ):
```
9
Properties=species:S:1:pos:R:3:lowdin_charge:R:1
N -0.8491 2.5721 -0.3522 0.16
N -0.4828 -1.1548 -0.1437 0.05
N 2.2696 -0.6004 -0.5774 0.17
C 1.3290 -0.2008 -0.0489 -0.29
C -0.4209 1.5575 0.0088 -0.16
C 0.0578 0.2145 0.4697 -0.26
H -0.4935 -1.3081 -1.1759 0.11
H 0.0863 0.2830 1.5948 0.16
H -1.3724 -1.3985 0.2336 0.06
```

***

# 3
Below is a molecular structure, HNO2S2 in a non-equilibrium geometry, with properties calculated with wB97M-V/def2-TZVPD.

Its total charge is 0. Its HOMO energy (alpha / beta) is -9.3 / -8.7 eV. As for the orbital gap (alpha / beta): 7.54 / 6.90 eV. The energy relative to the best compared isomer or geometry (same formula, charge and spin) comes out at 236.3 kJ/mol. The value obtained for the lowest unoccupied orbital energy (alpha / beta) is -0.0641 / -0.0672 Ha.

Structure (XYZ):
```
6
Properties=species:S:1:pos:R:3:lowdin_charge:R:1
S -2.1248 1.3754 0.0819 0.10
S -0.9544 -0.0306 0.6724 0.37
O -0.6141 -1.6157 -0.8498 -0.18
O -1.0374 -3.3084 0.4244 0.06
N -0.7111 -2.7949 -0.5842 -0.21
H 0.2589 0.4998 0.6349 -0.13
```

***

# 4
Below is 3 unconnected molecules or ions with the total composition C12H28BNO11, with properties calculated with wB97M-V/def2-TZVPD.

Its total charge is 0. Its SMILES is CCCOCOCCNOB(O)O.COC(=O)OC.COC(=O)OC. Its HOMO energy is -9.5 eV. As for the orbital gap: 9.80 eV. The value obtained for the lowest unoccupied orbital energy is 0.0127 Ha.

Structure (XYZ):
```
53
Properties=species:S:1:pos:R:3:lowdin_charge:R:1
O 6.6497 2.7046 -1.8013 0.12
O 3.5994 -3.1871 -0.4322 0.13
O 6.0963 4.7173 -0.9338 0.00
O -3.6103 1.8552 1.9847 -0.11
O 2.0799 -2.5858 -1.9943 0.01
O -0.8336 -2.7703 1.3963 0.19
O -2.3244 -2.2369 -0.3840 0.07
O -3.0139 -3.6837 1.3729 0.17
O -4.1293 1.4788 -0.2597 -0.10
O 4.0310 -1.6624 -2.0447 0.00
O 4.5153 3.4329 -1.6518 0.01
N -3.7221 -1.9592 -0.5313 -0.02
C 7.4847 4.9647 -0.7022 -0.04
C -3.2067 0.4173 -0.3806 -0.19
C 3.2692 -2.5448 -1.3944 -0.62
C -4.7810 1.2324 2.4935 -0.22
C 5.3458 -1.5075 -1.5047 -0.04
C 1.1498 -3.4958 -1.3987 -0.03
C -3.7704 2.4129 0.7170 -0.26
C -5.4596 -0.9847 3.4065 -0.10
C -4.4064 0.1163 3.4424 -0.22
C 4.0951 2.2060 -2.2522 -0.03
C -3.8529 -0.6843 -1.1930 -0.16
C 5.8347 3.5363 -1.4941 -0.62
B -2.0560 -2.8814 0.8040 -0.86
H -2.9482 -0.0047 0.5830 0.12
H -6.4414 -0.5233 3.4026 0.07
H -3.4432 -0.2919 3.1719 0.10
H -4.3772 0.4976 4.4554 0.11
H -2.8221 2.8858 0.4717 0.14
H 8.0374 4.9606 -1.6394 0.10
H -2.6559 -4.5684 1.5433 0.12
H 1.5279 -4.5155 -1.4460 0.10
H 0.2322 -3.4289 -1.9766 0.10
H 4.3864 1.3579 -1.6363 0.08
H 5.8512 -0.7676 -2.1193 0.09
H -5.3829 -1.5755 2.5045 0.07
H -4.5344 3.1836 0.7122 0.14
H -5.3837 -1.6084 4.2812 0.07
H 5.8970 -2.4446 -1.5445 0.10
H -4.9111 -0.4730 -1.2220 0.13
H -4.1326 -2.7080 -1.0720 0.13
H -3.4939 -0.6932 -2.2234 0.12
H -0.5304 -1.8488 1.3272 0.12
H 0.9421 -3.2171 -0.3693 0.08
H 5.2997 -1.1466 -0.4789 0.10
H -2.2837 0.7480 -0.8519 0.13
H -5.3992 1.9663 3.0022 0.13
H -5.3903 0.8059 1.7019 0.12
H 4.5124 2.1035 -3.2520 0.10
H 7.8989 4.2238 -0.0215 0.10
H 7.5489 5.9491 -0.2484 0.09
H 3.0121 2.2426 -2.3200 0.10
```

***

# 5
Below is a gas-phase ion, C7H8NO2S (charge +1) in a non-equilibrium geometry, with properties calculated with wB97M-V/def2-TZVPD.

Its total charge is +1. Its spin multiplicity is 3. Its HOMO energy (alpha / beta) is -9.6 / -12.8 eV. As for the orbital gap (alpha / beta): 6.05 / 5.64 eV. Its expectation value of S² is 2.027. The value obtained for the lowest unoccupied orbital energy (alpha / beta) is -0.1303 / -0.2619 Ha.

Structure (XYZ):
```
19
Properties=species:S:1:pos:R:3:lowdin_charge:R:1
S 2.8015 0.9087 0.5327 1.13
O 2.1914 -1.1514 -1.9952 0.18
O -0.5662 -1.9448 -2.2617 0.09
N -2.1389 0.3435 0.1891 0.20
C 1.3152 -0.6554 -1.3314 -0.43
C -0.8957 -0.4784 0.2719 -0.07
C 0.3058 0.2408 0.7025 -0.28
C -0.1469 -0.8213 -1.7088 -0.11
C 1.4284 0.1021 -0.1062 -0.40
C 0.5663 1.0475 1.8219 -0.12
C 1.8689 1.4656 1.8493 -0.36
H -2.9555 -0.1515 0.5689 0.18
H -2.3531 0.5687 -0.7939 0.17
H 0.0825 -2.6617 -2.1735 0.15
H -1.9991 1.2329 0.6918 0.17
H 2.3243 2.0809 2.6019 0.08
H -0.6177 0.0564 -2.1505 0.14
H -0.1374 1.2779 2.6011 0.12
H -1.0738 -1.4607 0.6903 0.14
```

***

# 6
Below is a gas-phase ion, C3H6N3 (charge +1) in a non-equilibrium geometry, with properties calculated with wB97M-V/def2-TZVPD.

Its total charge is +1. Its SMILES is C[n+]1ccn[nH]1. Its HOMO energy is -15.4 eV. As for the orbital gap: 10.61 eV. The energy relative to the best compared isomer or geometry (same formula, charge and spin) comes out at 255.0 kJ/mol. The value obtained for the lowest unoccupied orbital energy is -0.1747 Ha.

Structure (XYZ):
```
12
Properties=species:S:1:pos:R:3:lowdin_charge:R:1
N 0.2846 0.0149 -0.0343 -0.14
N -0.4495 -0.4269 1.0500 0.04
N -1.7265 -0.5450 0.7918 0.05
C 1.6640 0.1784 0.1053 0.01
C -2.0118 -0.0924 -0.3961 0.03
C -0.5094 0.2724 -1.0602 0.16
H -3.0756 -0.1817 -0.8382 0.15
H -0.2895 0.8590 -1.8369 0.09
H -0.0799 -0.7325 2.0015 0.24
H 2.0057 0.4348 -0.9175 0.13
H 1.9255 0.9683 0.7398 0.09
H 2.2625 -0.7493 0.3950 0.15
```